The following is a quantum chemistry calculation of a 24-piece molecular cluster, C11H70NO23 overall at a distorted geometry, from the OMol25 dataset.

The value obtained for the HOMO energy is -12.0 eV. The energy above the lowest of the compared OMol25 structures with the same formula, charge and spin comes out at 234.6 kJ/mol. As for the total energy: -61110.521 eV. The largest force on an atom is 10.6 eV/A. For the frontier orbital gap, the calculation gives 0.352 Eh. As for the LUMO energy: -2.4 eV.

Geometry as ORCA input:
```
! wB97M-V def2-TZVPD RIJCOSX def2/J DEFGRID3
* xyz 1 1
C -4.413 -0.225 0.147
H -3.621 1.439 0.548
C 1.092 -3.146 1.118
C -3.177 0.429 0.752
H -3.693 1.797 -2.985
H -4.742 0.174 -0.647
C 1.696 1.208 0.676
H 0.215 -3.708 0.618
H -2.200 0.379 -1.174
O -1.486 1.708 4.624
H -0.876 1.874 0.490
H -4.149 -3.967 -0.803
H -3.429 -1.883 3.199
H 2.527 0.683 0.896
O -3.857 0.951 -3.511
O 4.457 -4.362 0.612
H 1.465 -3.983 1.890
O 1.903 3.835 3.231
H 1.262 0.551 -1.916
O -0.622 3.130 -4.405
H 3.351 -2.572 -1.945
H -0.683 0.060 4.341
O -0.585 -6.032 1.248
H -0.640 0.395 1.614
C 0.610 1.009 -1.385
H 1.766 -1.185 -0.541
H 1.971 -3.297 0.440
C 0.892 -1.023 0.002
H -3.013 0.982 -4.044
H 1.466 1.584 1.897
H 2.280 4.591 2.863
O 3.178 5.907 1.662
H -0.249 -1.487 1.734
O -5.973 2.483 -1.517
H 2.379 5.909 1.022
H 0.243 -1.519 -0.527
H 1.863 -2.112 -3.945
O -0.116 -0.729 4.342
O 4.282 2.748 2.106
H -1.827 2.385 5.094
H -0.928 -5.901 2.105
H 2.761 4.121 -4.540
H 3.961 -5.086 0.877
C -0.760 0.719 0.520
H 4.437 1.924 2.231
H -8.093 0.218 -0.685
C 1.205 2.496 -1.268
H -1.859 -1.096 -0.088
O -5.051 -3.980 -0.929
H -4.082 -1.396 -0.048
O 2.632 0.360 4.509
H 2.734 5.190 -3.425
H 1.772 6.031 -1.086
O 4.907 -0.192 -0.125
O 2.156 2.384 -4.550
H 2.974 1.888 -0.668
O -4.987 -1.690 -3.301
H 1.573 2.921 -2.175
H -0.213 0.872 -2.091
O -7.460 -0.478 -0.607
H 0.455 2.802 -4.436
H 2.902 1.813 -4.351
O 1.714 -2.159 -3.041
O -2.344 -3.579 0.019
H -1.240 2.226 3.863
H 4.635 -3.227 -0.887
H 3.879 5.596 1.025
O 2.463 5.718 -1.756
H 0.413 3.278 -0.984
H -1.585 -4.047 0.389
C 0.897 -1.587 1.365
H 2.235 -7.099 0.669
H 5.769 -0.456 0.372
H 5.134 3.219 2.523
H 1.922 2.080 -5.575
H 3.369 5.985 -1.408
H 1.883 0.021 4.287
H 1.539 -1.233 2.062
H 0.458 -6.007 1.442
H 0.769 -2.422 -2.804
H 5.243 -4.402 1.162
N 0.653 0.450 -0.029
H -6.194 2.626 -0.584
H -2.866 -0.112 1.650
H -0.778 4.090 -4.059
O 4.245 -2.422 -1.472
O 2.946 4.987 -4.332
H 4.584 -0.935 -0.634
H -5.826 -1.346 -3.451
H -5.346 -4.728 -0.506
H 2.466 -6.936 2.050
H 2.626 3.164 3.203
H -5.066 2.884 -1.704
H -2.693 -2.878 0.618
H -4.391 -0.966 -3.300
H 2.492 3.297 0.317
H -0.679 -1.506 4.792
H 3.318 -0.319 4.708
O 2.391 -6.359 1.309
H -5.157 -0.525 0.829
C 2.183 2.338 -0.260
H -4.603 -2.800 2.466
O -3.541 -2.612 2.553
C -1.907 0.062 -0.034
H -6.596 -0.259 -0.537
*
```

The following is a quantum chemistry calculation of a 2-piece molecular cluster, C3H13N2O overall at a distorted geometry, from the OMol25 dataset.

The value obtained for the HOMO energy is -13.4 eV. The energy above the lowest of the compared OMol25 structures with the same formula, charge and spin comes out at 120.5 kJ/mol. As for the total energy: -8342.734 eV. The largest force on an atom is 3.6 eV/A. For the frontier orbital gap, the calculation gives 0.383 Eh. As for the LUMO energy: -2.9 eV.

Geometry as ORCA input:
```
! wB97M-V def2-TZVPD RIJCOSX def2/J DEFGRID3
* xyz 1 1
C -0.415 -0.981 1.204
N -1.022 2.032 0.470
H -1.252 0.546 -0.980
H -0.793 3.026 0.693
H 1.114 -0.001 -1.083
N 0.797 -0.111 1.009
H 0.830 0.631 1.784
H 1.663 -0.666 0.908
H -1.342 -0.411 1.370
H -0.377 2.008 -1.493
C 0.849 0.721 -0.336
C -0.573 1.338 -0.676
H -0.247 -1.736 1.983
H -2.038 1.928 0.655
O 0.479 -2.533 -1.520
H 0.116 -3.416 -1.843
H 1.607 1.520 -0.181
H -0.491 -1.497 0.307
H 1.095 -2.398 -2.271
*
```

The following is a quantum chemistry calculation of one molecule with the formula C5H7NO, from the OMol25 dataset.

The value obtained for the HOMO energy is -8.7 eV. The energy above the lowest of the compared OMol25 structures with the same formula, charge and spin comes out at 429.3 kJ/mol. As for the total energy: -8831.753 eV. The largest force on an atom is 0.5 eV/A. For the frontier orbital gap, the calculation gives 0.350 Eh. As for the LUMO energy: 0.9 eV.

Geometry as ORCA input:
```
! wB97M-V def2-TZVPD RIJCOSX def2/J DEFGRID3
* xyz 0 1
C -0.210 1.766 -0.077
C 1.137 0.760 -0.500
C 1.217 2.098 0.178
C -1.352 -1.927 0.301
N -0.227 -1.259 -0.324
H -2.320 -1.430 0.173
H -1.417 -2.916 -0.145
C 0.210 -0.062 0.134
O -0.417 0.624 1.059
H -0.176 -1.358 -1.333
H -1.168 -2.068 1.367
H 1.579 2.176 1.200
H 1.566 0.491 -1.455
H 1.589 2.880 -0.490
*
```

The following is a quantum chemistry calculation of C38H37N4O2P2SV as an isolated structure at a distorted geometry, from the OMol25 dataset.

The value obtained for the HOMO energy (alpha / beta) is -13.2 / -13.3 eV. The energy above the lowest of the compared OMol25 structures with the same formula, charge and spin comes out at 76.5 kJ/mol. As for the total energy: -105153.638 eV. The largest force on an atom is 1.5 eV/A. For the frontier orbital gap (alpha / beta), the calculation gives 0.273 / 0.261 Eh. As for the LUMO energy (alpha / beta): -5.8 / -6.1 eV.

Geometry as ORCA input:
```
! wB97M-V def2-TZVPD RIJCOSX def2/J DEFGRID3
* xyz 2 3
H -1.426 -5.034 2.939
H -2.518 2.810 2.451
H -4.042 -1.835 -2.563
H -3.717 -0.368 -1.630
C 0.019 1.818 3.540
H 3.308 5.042 4.859
C 0.274 3.784 4.885
C 3.622 -0.326 1.349
C 0.166 -2.596 1.241
O -0.302 -0.645 2.973
H 4.469 0.345 1.408
C -2.341 3.004 1.415
H -0.235 0.987 -3.411
C 0.035 -3.716 2.045
C 2.548 4.657 5.542
C -1.512 -1.834 -4.955
C 1.215 -4.277 2.656
P -1.648 -1.553 -2.155
C 1.219 -1.297 -5.031
H -0.831 -3.805 -1.767
H -1.339 2.857 -4.524
H -2.481 -3.636 -1.149
C -1.526 2.388 -0.729
C -0.832 -1.516 -3.781
O -2.334 0.728 3.206
P 1.323 -0.863 -2.217
C 2.321 -2.363 -1.903
H -2.934 -1.788 0.598
H 2.385 1.086 0.280
C -0.791 1.691 -2.814
C -3.367 -0.988 -2.454
C 3.659 -1.570 1.924
H 3.052 -2.183 -1.112
C 2.607 0.365 -2.632
H 3.286 2.430 4.171
C -1.269 -4.166 2.307
C 0.535 -1.604 -6.198
C -2.178 3.504 -1.295
C -0.830 -1.871 -6.161
H 1.122 -5.193 3.229
H -2.200 -3.776 -2.889
H -1.621 2.965 4.339
C 2.209 2.566 4.169
H 3.274 -4.051 3.073
N -0.883 -1.948 0.670
H 2.850 -2.634 -2.816
H 2.282 -1.095 -5.086
N -0.938 0.911 1.095
C -2.889 4.404 -0.473
C -1.810 -3.365 -1.960
H 1.835 0.763 3.063
C 1.420 -1.905 1.184
H -0.172 4.597 5.448
C 2.460 0.095 0.704
H 3.154 0.045 -3.515
N -0.824 1.481 -1.498
S -0.978 0.604 2.765
H 3.321 0.453 -1.818
C -2.099 3.668 -2.688
H 4.548 -1.910 2.444
C -1.411 2.762 -3.448
C 1.406 1.641 3.531
H -3.403 -0.386 -3.359
H -2.575 -2.054 -4.936
C -2.336 -3.461 1.817
H -3.519 4.805 1.507
H -2.588 4.520 -3.149
C -2.105 -2.356 0.999
H 1.979 5.501 5.930
N 1.390 -0.683 0.586
H 1.067 -1.635 -7.141
H -3.374 5.268 -0.913
H 1.683 -3.197 -1.609
H -1.361 -2.112 -7.075
C 0.539 -1.246 -3.815
C -1.616 2.120 0.660
C 1.658 3.660 4.845
H 2.167 1.343 -2.822
C -0.550 2.874 4.242
H 3.071 4.188 6.379
C -2.959 4.145 0.854
V -0.382 -0.263 -0.344
C 2.400 -3.646 2.574
C 2.516 -2.386 1.883
H -3.351 -3.741 2.059
*
```

The following is a quantum chemistry calculation of C17H20MnN3O9P2Se as an isolated structure at a distorted geometry, from the OMol25 dataset.

The value obtained for the HOMO energy (alpha / beta) is -4.4 / -4.5 eV. The energy above the lowest of the compared OMol25 structures with the same formula, charge and spin comes out at 2.7 kJ/mol. As for the total energy: -156104.590 eV. The largest force on an atom is 1.8 eV/A. For the frontier orbital gap (alpha / beta), the calculation gives 0.247 / 0.244 Eh. As for the LUMO energy (alpha / beta): 2.3 / 2.1 eV.

Geometry as ORCA input:
```
! wB97M-V def2-TZVPD RIJCOSX def2/J DEFGRID3
* xyz -1 4
N 2.045 -0.800 -1.691
H -1.918 -2.002 4.055
H 4.410 0.009 2.268
H -1.539 -0.376 2.322
H 3.559 -0.268 0.107
H -4.290 1.794 1.396
H -3.847 3.394 0.843
C -2.667 1.757 0.258
O -0.092 1.065 -0.042
H -2.451 1.409 -1.812
H 3.783 -0.442 -6.136
C 3.457 -0.199 2.732
O -4.502 0.032 0.915
C 1.704 -0.447 -6.653
C 1.091 -0.721 2.479
H 4.162 0.106 4.727
C -3.112 1.979 -1.160
N 1.679 -0.853 -0.403
H -3.014 3.034 -1.427
Se -0.032 -3.314 0.015
H -0.424 -0.482 -6.871
H -2.945 2.645 2.060
C 0.994 -0.725 3.896
O -2.271 -1.006 0.014
C 2.576 -0.538 0.486
O -0.181 -1.007 -2.005
N -3.521 2.502 1.218
H -4.138 1.633 -1.308
C 2.537 -0.660 -4.413
O -0.803 2.360 2.067
O 0.005 -0.872 1.769
C 2.091 -0.439 4.682
C 2.769 -0.510 -5.766
C 1.232 -0.750 -3.932
H -0.443 -2.678 3.333
O -0.695 3.588 -0.140
P -0.888 2.244 0.425
C -0.856 -2.190 4.217
H -0.727 -2.850 5.081
C 0.166 -0.686 -4.825
C 3.320 -0.144 4.097
C 2.372 -0.505 1.895
H 1.886 -0.331 -7.713
O -2.426 0.052 2.319
H -0.841 -0.758 -4.441
C 0.997 -0.877 -2.487
H 3.345 -0.712 -3.700
C 0.405 -0.534 -6.178
O -0.227 -0.945 4.501
H -0.473 1.551 2.462
H 1.971 -0.444 5.755
P -3.017 0.013 0.820
Mn -0.217 -1.100 -0.111
*
```

The following is a quantum chemistry calculation of C22H24AsClI2OPPb as an isolated structure at a distorted geometry, from the OMol25 dataset.

The value obtained for the HOMO energy (alpha / beta) is -17.9 / -17.9 eV. The energy above the lowest of the compared OMol25 structures with the same formula, charge and spin comes out at 358.1 kJ/mol. As for the total energy: -129315.756 eV. The largest force on an atom is 16.8 eV/A. For the frontier orbital gap (alpha / beta), the calculation gives 0.148 / 0.148 Eh. As for the LUMO energy (alpha / beta): -13.9 / -13.9 eV.

Geometry as ORCA input:
```
! wB97M-V def2-TZVPD RIJCOSX def2/J DEFGRID3
* xyz 3 1
C -1.268 -2.266 1.888
H -2.143 -4.087 2.635
H -0.254 -2.611 2.035
H -2.040 -0.899 -4.738
C -3.652 -2.667 2.045
O -3.024 0.009 -1.716
C 3.915 -0.128 2.634
C 1.037 -1.405 -4.890
H 1.251 -1.212 -5.947
C 0.242 3.876 2.881
I -0.177 -2.720 -1.827
H -1.839 0.644 3.394
I -0.177 2.741 -1.788
H 0.447 -2.316 -4.783
C -1.870 0.010 -1.753
H -3.032 0.432 0.795
C -3.899 -1.393 1.524
H 3.964 -3.024 0.863
C 2.642 0.331 2.279
H 1.958 1.558 -4.356
C -2.832 -0.557 1.183
Pb -0.021 0.011 -1.813
H 2.312 1.256 2.712
C 2.325 -1.627 0.903
H 1.969 -1.521 -4.332
C -1.442 2.627 4.086
C -0.298 1.602 2.202
H -0.854 4.645 4.564
C -1.489 -0.004 -5.040
Cl 2.388 0.024 -1.890
H 1.160 2.865 1.228
As 0.003 0.157 0.896
C 4.393 -1.333 2.122
H -4.478 -3.314 2.309
H 4.527 0.451 3.314
C 3.597 -2.084 1.256
H -4.918 -1.054 1.388
C -0.698 3.797 3.909
H 0.815 4.784 2.737
C -2.336 -3.103 2.229
C -1.246 1.531 3.236
P 0.127 0.013 -4.191
H -2.060 0.880 -4.742
C -1.511 -0.993 1.356
H 1.723 -2.228 0.246
C 0.437 2.787 2.031
H -2.175 2.571 4.879
C 1.832 -0.412 1.400
H 0.425 2.350 -4.771
H 1.210 1.259 -5.959
H 5.377 -1.689 2.401
H -1.360 -0.005 -6.127
C 1.015 1.441 -4.897
*
```